DFT (ωB97M-V/def2-TZVPD) results for a molecular structure, C3H6N2O.

The largest force on an atom comes out at 0.022 Eh/bohr. The HOMO energy is -7.80 eV. Its total charge is 0. The energy above the lowest of the compared OMol25 structures with the same formula, charge and spin is 449.0 kJ/mol. For the HOMO-LUMO gap, the calculation gives 8.41 eV. Its energy is -8232.0449 eV.

The geometry in XYZ format:
```
12
C3H6N2O, DFT ωB97M-V/def2-TZVPD
C -0.2759 -0.5384 0.2269
N 2.0395 0.2564 0.1240
C 0.7326 0.4458 0.5038
C -1.3673 0.1916 -0.1806
O -0.0922 -1.8941 0.2436
N -2.3635 0.1057 -0.9562
H -0.7097 -2.2868 -0.3899
H 2.7466 0.8924 0.4537
H 2.2221 -0.3034 -0.6948
H -3.0948 0.7829 -0.7419
H 0.6545 1.0516 1.4035
H -0.4920 1.2964 0.0078
```

Mulliken atomic charge list, values in e, 8 entries: C 0.135; N -0.428; C -0.302; C 0.311; O -0.536; N -0.693; H 0.348; H 0.224



DFT (ωB97M-V/def2-TZVPD) results for a molecular structure, C3H6N2O.

The largest force on an atom comes out at 0.167 Eh/bohr. The HOMO energy is -8.28 eV. Its total charge is 0. The energy above the lowest of the compared OMol25 structures with the same formula, charge and spin is 718.1 kJ/mol. For the HOMO-LUMO gap, the calculation gives 8.51 eV. Its energy is -8229.2560 eV.

The geometry in XYZ format:
```
12
C3H6N2O, DFT ωB97M-V/def2-TZVPD
C 1.2226 0.1767 0.1175
C 0.1639 -0.7684 0.1600
C -1.1123 -0.2027 0.0007
H 3.3946 0.7973 0.2841
H 2.9145 -1.0442 -0.3448
H 0.8065 1.3474 0.7604
H 0.2480 -1.7797 -0.2001
H -1.1891 1.0404 -0.3942
H -3.2707 1.0484 0.0612
N 2.6323 -0.0905 -0.3291
N -2.3756 -0.6281 0.1654
O -3.4348 0.1033 -0.2811
```

Mulliken atomic charge list, values in e, 8 entries: C 0.032; C -0.371; C 0.125; H 0.318; H 0.233; H 0.222; H 0.292; H 0.091



DFT (ωB97M-V/def2-TZVPD) results for a single C3H6N2O molecule.

The largest force on an atom comes out at 0.010 Eh/bohr. The HOMO energy is -8.70 eV. Its total charge is 0. The energy above the lowest of the compared OMol25 structures with the same formula, charge and spin is 387.0 kJ/mol. For the HOMO-LUMO gap, the calculation gives 8.89 eV. Its energy is -8232.6874 eV.

The geometry in XYZ format:
```
12
C3H6N2O, DFT ωB97M-V/def2-TZVPD
C 1.4142 -0.4943 0.2775
N 0.4755 0.0484 -0.7171
C -1.0029 -0.0149 -0.4033
N -1.5520 -0.7582 -1.2460
C -1.5163 0.7568 0.7541
O -0.8113 1.4515 1.4544
H 1.0316 -1.4622 0.6116
H 1.4923 0.1805 1.1329
H 2.3943 -0.6363 -0.1836
H 0.7753 0.9676 -1.0470
H -0.0971 -0.6849 -1.5540
H -2.6035 0.6458 0.9204
```

Mulliken atomic charge list, values in e, 8 entries: C -0.764; N -0.204; C 0.080; N -0.695; C -0.005; O -0.505; H 0.308; H 0.309



DFT (ωB97M-V/def2-TZVPD) results for a single C3H6N2O molecule.

The largest force on an atom comes out at 0.091 Eh/bohr. The HOMO energy (spin up / spin down) is -8.00 / -8.72 eV. Its total charge is 0. The energy above the lowest of the compared OMol25 structures with the same formula, charge and spin is 699.0 kJ/mol. For the HOMO-LUMO gap (spin up / spin down), the calculation gives 8.45 / 9.64 eV. Its energy is -8229.4539 eV.

The geometry in XYZ format:
```
12
C3H6N2O, DFT ωB97M-V/def2-TZVPD
C 0.5221 0.2918 -0.8047
C -0.7452 -0.5782 -0.9932
C 0.6003 0.3920 0.7396
N -0.4629 0.7379 1.5954
N -0.8992 -1.2551 0.2291
O 0.0007 -0.9614 1.0251
H 1.3943 -0.2416 -1.0987
H 0.5645 1.2882 -1.2603
H -1.6770 -0.1598 -1.1544
H -0.6247 -1.1137 -1.8841
H 1.5972 0.6890 1.0390
H -0.2700 0.9108 2.5673
```

Mulliken atomic charge list, values in e, 8 entries: C -0.665; C -0.428; C 0.225; N -0.670; N -0.290; O -0.078; H 0.272; H 0.368



DFT (ωB97M-V/def2-TZVPD) results for a single C3H6N2O2 molecule.

The largest force on an atom comes out at 0.027 Eh/bohr. The HOMO energy is -8.01 eV. Its total charge is 0. The energy above the lowest of the compared OMol25 structures with the same formula, charge and spin is 140.9 kJ/mol. For the HOMO-LUMO gap, the calculation gives 8.51 eV. Its energy is -10283.3376 eV.

The geometry in XYZ format:
```
13
C3H6N2O2, DFT ωB97M-V/def2-TZVPD
N 0.0608 -1.2018 -0.1539
C -1.2135 -1.2650 -0.6360
N 1.0102 2.3151 0.5326
C 0.8126 -0.0044 -0.0373
C 0.2811 1.1825 0.2592
O -1.8945 -2.3495 -0.2348
O -1.7224 -0.4436 -1.3527
H -1.4194 -2.8733 0.4495
H 0.3935 -1.9703 0.4090
H 1.9821 2.2435 0.2703
H 0.6117 3.1972 0.2727
H 1.8885 -0.1379 -0.1269
H -0.7905 1.3074 0.3482
```

Mulliken atomic charge list, values in e, 8 entries: N -0.219; C 0.657; N -0.476; C -0.396; C -0.045; O -0.481; O -0.555; H 0.301



DFT (ωB97M-V/def2-TZVPD) results for a single C3H6N2O2 molecule.

The largest force on an atom comes out at 0.169 Eh/bohr. The HOMO energy is -8.87 eV. Its total charge is 0. The energy above the lowest of the compared OMol25 structures with the same formula, charge and spin is 660.8 kJ/mol. For the HOMO-LUMO gap, the calculation gives 9.34 eV. Its energy is -10277.9491 eV.

The geometry in XYZ format:
```
13
C3H6N2O2, DFT ωB97M-V/def2-TZVPD
C 2.6420 -0.3103 0.0234
C 1.7057 0.8293 -0.0092
C -1.0311 -1.1019 -0.1437
H 2.1251 -1.2261 0.1525
H 3.4074 -0.3560 -0.8014
H 3.3821 -0.3536 0.9277
H 2.0120 1.9458 -0.0951
H -1.2973 -2.1459 0.1877
H -1.2311 1.3724 0.1657
N 0.4516 0.6757 0.0409
N -2.1394 -0.4259 0.1538
O 0.1613 -0.6982 -0.0827
O -2.2217 1.0124 -0.0576
```

Mulliken atomic charge list, values in e, 8 entries: C -0.821; C 0.002; C 0.200; H 0.326; H 0.262; H 0.262; H 0.330; H 0.286



DFT (ωB97M-V/def2-TZVPD) results for a single C3H6N2O2 molecule.

The largest force on an atom comes out at 0.093 Eh/bohr. The HOMO energy is -8.68 eV. Its total charge is 0. The energy above the lowest of the compared OMol25 structures with the same formula, charge and spin is 340.7 kJ/mol. For the HOMO-LUMO gap, the calculation gives 9.21 eV. Its energy is -10281.2659 eV.

The geometry in XYZ format:
```
13
C3H6N2O2, DFT ωB97M-V/def2-TZVPD
C -2.0009 -1.0392 0.0910
C -0.3131 0.6648 0.4341
N 2.4432 0.1632 0.0027
C 0.5186 1.2079 -0.6745
O -1.3306 0.1012 -0.4186
N 1.7721 0.9840 -0.8069
O -0.0020 0.2186 1.5005
H 3.4414 0.2881 -0.0286
H 1.9709 -0.5336 0.5632
H 0.0699 1.8997 -1.3648
H -1.2944 -1.8180 0.3531
H -2.7219 -1.3561 -0.6476
H -2.5531 -0.7806 0.9964
```

Mulliken atomic charge list, values in e, 8 entries: C -0.597; C 0.665; N -0.272; C -0.201; O -0.283; N -0.409; O -0.512; H 0.208



DFT (ωB97M-V/def2-TZVPD) results for a single C3H6N2O2 molecule.

The largest force on an atom comes out at 0.084 Eh/bohr. The HOMO energy is -9.67 eV. Its total charge is 0. The energy above the lowest of the compared OMol25 structures with the same formula, charge and spin is 242.9 kJ/mol. For the HOMO-LUMO gap, the calculation gives 10.31 eV. Its energy is -10282.2804 eV.

The geometry in XYZ format:
```
13
C3H6N2O2, DFT ωB97M-V/def2-TZVPD
C 1.8468 -0.9611 -0.5430
C -0.2726 0.1159 0.1619
C -2.1646 1.2436 0.9804
H 2.8868 -1.2082 -0.2707
H 1.1611 -1.8652 -0.7434
H 1.9878 -0.5361 -1.6186
H 1.6521 0.4299 1.0514
H -0.6630 -0.5306 -1.7014
H -2.6970 1.0573 0.0158
N 1.1084 -0.0402 0.3659
N -1.1415 -0.2216 -0.7940
O -0.9208 0.7069 1.2780
O -2.7836 1.8095 1.8177
```

Mulliken atomic charge list, values in e, 8 entries: C -0.841; C 0.537; C 0.153; H 0.313; H 0.273; H 0.254; H 0.279; H 0.221



DFT (ωB97M-V/def2-TZVPD) results for a single C3H6N2O2 molecule.

The largest force on an atom comes out at 0.098 Eh/bohr. The HOMO energy is -7.43 eV. Its total charge is 0. The energy above the lowest of the compared OMol25 structures with the same formula, charge and spin is 426.0 kJ/mol. For the HOMO-LUMO gap, the calculation gives 8.14 eV. Its energy is -10280.3821 eV.

The geometry in XYZ format:
```
13
C3H6N2O2, DFT ωB97M-V/def2-TZVPD
C 0.6956 -2.1244 -1.0857
C 0.0201 0.2719 0.0142
C 0.1661 1.5845 0.5072
N 1.5810 -2.9771 -1.1720
N -0.8936 2.3704 1.0337
O -1.2274 -0.3247 0.1973
O 0.9008 -0.6827 -0.5044
H -0.4184 -2.3529 -1.0848
H 1.0984 2.0218 0.5763
H 2.3879 -2.5887 -0.7311
H -1.7520 1.9359 1.2114
H -0.6787 3.1457 1.5760
H -1.8799 -0.2797 -0.5382
```

Mulliken atomic charge list, values in e, 8 entries: C 0.163; C 0.492; C -0.426; N -0.499; N -0.403; O -0.569; O -0.427; H 0.268



DFT (ωB97M-V/def2-TZVPD) results for a single C3H6N2O2 molecule.

The largest force on an atom comes out at 0.087 Eh/bohr. The HOMO energy (spin up / spin down) is -9.62 / -8.49 eV. Its total charge is 0. The energy above the lowest of the compared OMol25 structures with the same formula, charge and spin is 618.7 kJ/mol. For the HOMO-LUMO gap (spin up / spin down), the calculation gives 8.90 / 6.29 eV. Its energy is -10278.3852 eV.

The geometry in XYZ format:
```
13
C3H6N2O2, DFT ωB97M-V/def2-TZVPD
C 0.2894 -0.2308 -0.0310
C -2.0806 -0.9329 -0.7328
C 2.1433 0.9769 0.8351
N -1.1296 0.0468 -0.3846
N 0.7521 0.9514 0.2661
O 0.9264 -1.2758 -0.2351
O -1.3789 1.2294 -0.4476
H -3.0736 -0.5604 -0.5638
H -2.0970 -1.3476 -1.7483
H -1.6886 -1.8818 -0.1981
H 1.9021 1.2721 1.8853
H 2.6397 -0.0558 0.9084
H 2.7955 1.8085 0.4464
```

Mulliken atomic charge list, values in e, 8 entries: C 0.481; C -0.720; C -0.675; N 0.542; N -0.290; O -0.613; O -0.414; H 0.305



DFT (ωB97M-V/def2-TZVPD) results for a single C3H6N2O2 molecule.

The largest force on an atom comes out at 0.018 Eh/bohr. The HOMO energy (spin up / spin down) is -9.19 / -9.19 eV. Its total charge is 0. The energy above the lowest of the compared OMol25 structures with the same formula, charge and spin is 317.3 kJ/mol. For the HOMO-LUMO gap (spin up / spin down), the calculation gives 9.40 / 9.40 eV. Its energy is -10281.5091 eV.

The geometry in XYZ format:
```
13
C3H6N2O2, DFT ωB97M-V/def2-TZVPD
C 1.0603 -0.3931 -1.0576
C -1.3052 0.3493 0.6053
N -1.2799 -1.0185 0.5772
C -0.0020 1.0369 0.5726
O 2.1148 1.3837 -0.0653
N 1.0532 0.7319 -0.1227
O -2.3460 0.9652 0.6558
H -2.1637 -1.4780 0.7284
H -0.4499 -1.5289 0.8414
H 0.0571 1.9518 1.1458
H 1.6919 -0.1042 -1.9020
H 1.5166 -1.2651 -0.5794
H 0.0528 -0.6310 -1.3995
```

Mulliken atomic charge list, values in e, 8 entries: C -1.047; C 0.316; N -0.423; C -0.077; O -0.652; N 0.557; O -0.584; H 0.219



DFT (ωB97M-V/def2-TZVPD) results for a single C3H6N2O2 molecule.

The largest force on an atom comes out at 0.021 Eh/bohr. The HOMO energy is -9.85 eV. Its total charge is 0. The energy above the lowest of the compared OMol25 structures with the same formula, charge and spin is 87.2 kJ/mol. For the HOMO-LUMO gap, the calculation gives 10.43 eV. Its energy is -10283.8942 eV.

The geometry in XYZ format:
```
13
C3H6N2O2, DFT ωB97M-V/def2-TZVPD
C -1.9680 -0.3166 0.5829
N -0.8653 -1.0527 0.2392
C 0.1136 -0.5093 -0.6989
C 1.2686 0.1288 0.0652
N 1.4828 1.4625 -0.1271
O 1.9500 -0.5849 0.7728
O -2.7974 -0.6433 1.3948
H -2.1010 0.5926 -0.0293
H -0.4835 -1.6398 0.9694
H 0.4987 -1.3319 -1.2957
H -0.4410 0.1852 -1.3316
H 2.1518 1.9017 0.4820
H 1.1907 1.8077 -1.0236
```

Mulliken atomic charge list, values in e, 8 entries: C 0.117; N -0.183; C -0.538; C 0.550; N -0.400; O -0.582; O -0.523; H 0.238